[1]
Entry from the Open Molecules 2025 dataset: a cluster of 6 separate species, H13NO5 in total at a distorted geometry (ωB97M-V/def2-TZVPD).

Results
total charge	0
orbital gap	10.61	eV
structure (SMILES)	N.O.O.O.O.O

Last column: Löwdin charge in e.
Geometry (Å):
N 2.65 -1.24 0.18  0.02
H 2.80 -2.12 0.66  0.02
H 1.72 -0.94 0.43  -0.03
H 2.66 -1.52 -0.80  0.01
O -0.09 0.79 2.61  -0.05
H 0.28 1.57 2.19  0.02
H 0.46 0.11 2.22  0.02
O -2.22 0.43 -1.85  -0.10
H -2.34 -0.40 -2.32  0.02
H -2.65 0.41 -0.96  0.00
O 0.10 -2.38 -1.53  -0.05
H -0.38 -1.86 -2.19  0.02
H 0.21 -1.69 -0.86  0.00
O -2.23 0.43 0.72  -0.03
H -1.34 0.71 0.71  0.01
H -2.92 0.67 1.32  0.07
O 1.01 2.14 0.18  -0.05
H 0.63 2.04 -0.70  0.05
H 1.67 2.83 -0.01  0.05


[2]
Entry from the Open Molecules 2025 dataset: an isolated molecule of C4H9NO at a distorted geometry (ωB97M-V/def2-TZVPD).

Results
total charge	0
orbital gap	10.54	eV
structure (SMILES)	CCNC(C)=O

Last column: Löwdin charge in e.
Geometry (Å):
C -2.23 0.58 -0.09  -0.09
C -1.21 -0.46 -0.52  -0.25
N 0.14 0.08 -0.61  0.05
C 1.12 -0.52 0.12  -0.55
C 2.48 0.10 0.31  -0.01
O 0.92 -1.56 0.73  0.02
H -3.22 0.12 0.00  0.07
H -2.30 1.39 -0.83  0.07
H -1.96 1.01 0.88  0.08
H -1.13 -1.26 0.22  0.11
H -1.49 -0.93 -1.47  0.12
H 0.32 0.91 -1.16  0.14
H 2.55 1.20 0.28  0.08
H 3.23 -0.33 -0.36  0.08
H 2.66 -0.35 1.30  0.09


[3]
Entry from the Open Molecules 2025 dataset: an isolated molecule of C3H4ClN3O at a distorted geometry (ωB97M-V/def2-TZVPD).

Results
total charge	0
orbital gap	8.74	eV
structure (SMILES)	[H]/N=c1/oc(Cl)cn1N

Last column: Löwdin charge in e.
Geometry (Å):
H 2.86 1.54 0.12  0.03
N 1.87 1.79 -0.04  0.12
C 1.08 0.74 -0.03  -0.44
O -0.29 1.02 0.07  0.02
C -0.96 -0.15 -0.05  -0.84
Cl -2.58 -0.02 0.01  0.83
C -0.11 -1.21 -0.04  -0.01
N 1.18 -0.59 -0.04  -0.12
N 2.36 -1.33 0.04  0.09
H -0.45 -2.24 0.03  0.12
H 2.84 -1.21 0.91  0.08
H 2.95 -1.23 -0.79  0.11


[4]
Entry from the Open Molecules 2025 dataset: a structure of composition C31H27CrF3N3O4Sb at a distorted geometry (ωB97M-V/def2-TZVPD).

Results
total charge	+2
⟨S²⟩	6.02
2S+1	5
orbital gap (alpha / beta)	5.37 / 5.37	eV

Last column: Mulliken spin population.
Geometry (Å):
Cr -0.01 0.37 -0.39  3.77
O -1.05 0.35 3.56  0.01
C -0.44 0.38 2.42  -0.06
O -0.96 0.82 1.39  -0.06
C 0.89 -0.22 2.30  0.16
C 1.73 -0.67 3.30  0.00
C 2.96 -1.21 2.94  0.03
C 3.30 -1.29 1.59  0.00
C 2.39 -0.85 0.64  0.12
N 1.20 -0.32 1.00  -0.07
C 2.51 -0.80 -0.83  -0.03
O 3.55 -1.19 -1.49  0.01
O 1.55 -0.34 -1.45  0.03
H -1.95 0.72 3.51  0.00
H 1.43 -0.58 4.33  0.00
H 3.65 -1.56 3.69  0.00
H 4.26 -1.69 1.30  0.00
H 4.28 -1.51 -0.94  0.00
F -6.70 -2.01 4.13  0.00
C -5.91 -1.54 3.16  0.00
C -6.05 -0.22 2.76  0.00
C -5.23 0.26 1.75  0.00
C -4.30 -0.58 1.15  0.02
C -4.18 -1.90 1.56  -0.01
C -4.99 -2.39 2.57  0.00
Sb -3.08 0.15 -0.46  0.04
C -3.60 2.25 -0.39  0.01
C -4.46 2.79 -1.34  0.00
C -4.79 4.14 -1.30  0.00
C -4.26 4.93 -0.30  0.00
F -4.57 6.23 -0.27  0.00
C -3.42 4.42 0.67  0.00
C -3.09 3.07 0.62  0.00
C -4.24 -0.49 -2.14  -0.01
C -4.11 0.17 -3.36  -0.01
C -4.88 -0.21 -4.45  0.00
C -5.76 -1.26 -4.30  0.00
F -6.50 -1.63 -5.35  0.00
C -5.90 -1.95 -3.10  0.00
C -5.13 -1.55 -2.02  0.00
H -6.79 0.40 3.24  0.00
H -5.34 1.29 1.43  0.00
H -3.45 -2.56 1.10  0.00
H -4.93 -3.42 2.90  0.00
H -4.89 2.17 -2.11  0.00
H -5.45 4.58 -2.04  0.00
H -3.05 5.06 1.46  0.00
H -2.44 2.68 1.38  -0.01
H -3.39 0.98 -3.46  0.00
H -4.84 0.31 -5.40  0.00
H -6.60 -2.77 -3.03  0.00
H -5.25 -2.06 -1.07  0.00
N -0.57 1.20 -2.05  -0.10
C -0.49 1.27 -3.21  0.13
N -0.43 1.31 -4.49  0.01
C -0.47 2.57 -5.26  0.00
C -1.67 2.54 -6.20  0.00
C -1.59 1.30 -7.10  0.00
C -1.53 0.02 -6.27  0.00
C -0.35 0.08 -5.30  0.00
H 0.45 2.63 -5.84  0.00
H -0.51 3.41 -4.57  0.00
H -1.67 3.45 -6.80  0.00
H -2.60 2.52 -5.62  0.00
H -0.69 1.37 -7.72  0.00
H -2.45 1.28 -7.77  0.00
H -1.41 -0.84 -6.92  0.00
H -2.46 -0.11 -5.71  0.00
H 0.58 0.11 -5.86  0.00
H -0.33 -0.78 -4.63  0.00


[5]
Entry from the Open Molecules 2025 dataset: a cluster of 3 separate species, C23H33IN2O2 in total at a distorted geometry (ωB97M-V/def2-TZVPD).

Results
total charge	0
orbital gap	9.28	eV
structure (SMILES)	CC(C)C[C@@H]1C(=O)O[C@@H](Cc2ccccc2)[C@@H]1I.CCCC#N.CCCC#N

Last column: Löwdin charge in e.
Geometry (Å):
C 4.66 -0.22 0.83  -0.07
C 4.74 0.03 -0.67  -0.41
C 4.85 -1.26 -1.47  -0.06
C 3.65 0.99 -1.19  -0.19
C 2.28 0.85 -0.55  -0.24
C 1.64 -0.50 -0.91  -0.45
O 1.78 -1.55 -0.40  0.18
O 0.75 -0.28 -1.93  0.04
C 0.04 0.90 -1.52  -0.38
C -1.05 0.64 -0.44  -0.07
C -1.53 -0.79 -0.42  -0.23
C -2.16 -1.33 -1.54  -0.04
C -2.59 -2.66 -1.53  -0.06
C -2.37 -3.43 -0.39  -0.10
C -1.76 -2.90 0.72  -0.07
C -1.33 -1.57 0.72  -0.03
C 1.17 1.82 -1.03  -0.53
I 1.73 3.03 -2.77  0.93
H 3.75 -0.72 1.14  0.07
H 5.52 -0.81 1.15  0.08
H 4.75 0.73 1.35  0.08
H 5.67 0.57 -0.83  0.13
H 3.90 -1.79 -1.56  0.07
H 5.22 -1.08 -2.48  0.08
H 5.53 -1.93 -0.97  0.08
H 3.99 1.99 -0.95  0.10
H 3.59 0.92 -2.27  0.08
H 2.27 0.89 0.53  0.15
H -0.47 1.29 -2.38  0.10
H -0.66 0.90 0.54  0.12
H -1.88 1.31 -0.64  0.13
H -2.29 -0.71 -2.41  0.12
H -3.07 -3.08 -2.40  0.10
H -2.69 -4.46 -0.40  0.07
H -1.57 -3.50 1.60  0.10
H -0.85 -1.15 1.59  0.11
H 0.89 2.54 -0.27  0.08
C -6.44 -6.43 2.78  -0.11
C -6.12 -5.23 1.91  -0.26
C -5.19 -5.57 0.73  -0.19
C -3.87 -6.00 1.18  -0.25
N -2.84 -6.32 1.56  0.17
H -5.54 -6.83 3.25  0.07
H -7.13 -6.15 3.58  0.07
H -6.90 -7.23 2.20  0.08
H -5.67 -4.44 2.51  0.11
H -7.05 -4.82 1.50  0.11
H -5.07 -4.70 0.09  0.11
H -5.63 -6.36 0.12  0.12
C 1.54 8.56 0.58  -0.11
C 1.59 7.49 -0.50  -0.26
C 1.60 6.07 0.07  -0.21
C 2.80 5.78 0.85  -0.24
N 3.74 5.55 1.46  0.14
H 2.43 8.52 1.22  0.07
H 1.50 9.55 0.14  0.07
H 0.66 8.44 1.22  0.08
H 2.48 7.64 -1.12  0.11
H 0.73 7.59 -1.15  0.11
H 1.54 5.34 -0.75  0.04
H 0.72 5.91 0.70  0.12


[6]
Entry from the Open Molecules 2025 dataset: a cluster of 3 separate species, C5H11NO in total at a distorted geometry (ωB97M-V/def2-TZVPD).

Results
total charge	-1
⟨S²⟩	0.77
2S+1	2
orbital gap (alpha / beta)	4.71 / 6.79	eV

Last column: Mulliken spin population.
Geometry (Å):
C 0.06 1.52 -0.69  0.00
N -1.65 -0.89 -1.02  0.04
C -0.41 -0.94 -0.32  0.40
C 0.54 0.09 -0.43  -0.08
C 1.90 0.00 -0.12  0.08
C 2.56 -0.95 0.58  0.29
H 0.00 2.12 0.23  0.02
H -0.94 1.49 -1.14  0.00
H 0.72 2.05 -1.38  -0.01
H -1.62 -0.51 -1.95  0.00
H -2.46 -0.53 -0.53  0.00
H 0.05 -1.82 0.15  0.06
H 2.94 1.12 -0.69  0.17
H 2.20 -1.47 1.46  0.02
H 3.63 -1.10 0.40  -0.03
H -1.58 1.38 1.95  -0.01
H -1.57 0.06 1.18  0.02
O -2.17 0.67 1.67  0.04


[7]
Entry from the Open Molecules 2025 dataset: an isolated molecule of C17H26N2O3 (ωB97M-V/def2-TZVPD).

Results
total charge	0
orbital gap	9.69	eV
structure (SMILES)	COC(=O)[C@H](CC(C)C)NC(=O)NCCCc1ccccc1

Last column: Löwdin charge in e.
Geometry (Å):
C -5.97 -1.29 -0.05  -0.04
O -4.78 -0.60 0.31  -0.03
C -3.72 -0.79 -0.47  -0.45
O -3.72 -1.52 -1.43  0.12
C -2.51 0.02 -0.03  -0.22
C -2.64 1.46 -0.54  -0.11
C -3.58 2.33 0.31  -0.43
C -3.99 3.58 -0.48  -0.08
C -2.91 2.74 1.62  -0.07
N -1.32 -0.60 -0.55  0.11
C -0.47 -1.26 0.31  -0.56
O -0.50 -1.10 1.52  0.06
N 0.42 -2.09 -0.31  0.06
C 1.55 -2.64 0.40  -0.19
C 2.86 -1.93 0.05  -0.17
C 2.84 -0.45 0.47  -0.16
C 4.15 0.21 0.13  -0.24
C 5.21 0.17 1.02  -0.05
C 6.43 0.74 0.69  -0.09
C 6.60 1.35 -0.54  -0.10
C 5.55 1.39 -1.44  -0.09
C 4.33 0.82 -1.10  -0.05
H -6.71 -1.04 0.71  0.09
H -5.79 -2.37 -0.07  0.10
H -6.30 -0.98 -1.04  0.10
H -2.43 0.00 1.07  0.14
H -2.99 1.43 -1.57  0.12
H -1.64 1.90 -0.54  0.13
H -4.48 1.75 0.54  0.12
H -4.51 3.31 -1.39  0.07
H -4.64 4.21 0.12  0.08
H -3.11 4.16 -0.75  0.08
H -2.59 1.87 2.19  0.07
H -3.61 3.31 2.24  0.08
H -2.04 3.36 1.42  0.08
H -1.44 -1.00 -1.48  0.14
H 0.47 -2.08 -1.31  0.14
H 1.33 -2.53 1.46  0.12
H 1.64 -3.70 0.16  0.12
H 3.68 -2.44 0.56  0.12
H 3.05 -2.00 -1.02  0.11
H 2.02 0.06 -0.04  0.11
H 2.66 -0.39 1.54  0.12
H 5.08 -0.30 1.99  0.11
H 7.25 0.71 1.40  0.10
H 7.55 1.79 -0.80  0.10
H 5.68 1.86 -2.40  0.10
H 3.51 0.86 -1.81  0.11


[8]
Entry from the Open Molecules 2025 dataset: a structure of composition C26H57BrCl28IN3O6P3S at a distorted geometry (ωB97M-V/def2-TZVPD).

Results
total charge	+1
orbital gap	6.85	eV

Last column: Löwdin charge in e.
Geometry (Å):
C 4.64 -2.46 2.01  -0.16
C 3.60 -3.55 2.20  -0.52
S 1.95 -3.05 1.64  0.86
C 2.18 -3.13 -0.15  -0.44
C 0.93 -2.71 -0.94  -0.34
C -0.38 -2.86 -0.22  -0.22
O -1.46 -2.58 -1.08  -0.14
C -1.48 -1.29 -1.64  -0.56
C -2.77 -1.22 -2.49  -0.15
C -3.43 0.15 -2.78  -0.28
N -3.76 0.22 -4.21  0.01
P -1.86 -0.02 -0.24  0.96
P -3.53 -0.92 0.81  0.20
O -4.80 -0.83 0.07  -0.38
O -3.32 -2.46 1.22  -0.16
O -3.50 -0.17 2.21  -0.25
C -0.15 -0.95 -2.41  -0.38
C -0.13 0.53 -2.84  -0.28
C 1.08 1.20 -3.54  -0.71
C 2.50 0.66 -3.43  -0.21
I 0.72 1.62 -5.64  0.98
P -0.10 -2.04 -3.97  0.54
N -0.65 -3.46 -3.74  -0.11
O 1.44 -2.15 -4.42  -0.14
O -0.88 -1.21 -5.07  -0.17
N 1.07 -1.34 -1.61  -0.29
Br 1.58 -0.02 -0.32  1.00
H 5.61 -2.77 2.40  0.07
H 4.32 -1.54 2.50  0.06
H 4.79 -2.26 0.95  0.03
H 3.88 -4.38 1.55  0.08
H 3.53 -3.87 3.23  -0.01
H 3.08 -2.59 -0.47  0.07
H 2.37 -4.17 -0.41  0.10
H 0.88 -3.41 -1.78  0.13
H -0.46 -3.92 0.03  0.15
H -0.43 -2.32 0.73  0.08
H -2.70 -1.77 -3.42  0.10
H -3.49 -1.78 -1.88  0.11
H -2.76 0.99 -2.55  0.07
H -4.36 0.28 -2.24  0.09
H -4.49 0.89 -4.41  -0.01
H -2.94 0.48 -4.75  0.05
H -0.90 -0.09 0.78  -0.10
H -4.03 -2.97 0.80  0.09
H -4.17 -0.65 2.73  0.10
H -0.38 1.15 -1.97  0.02
H -0.98 0.66 -3.50  0.06
H 1.12 2.22 -3.17  -0.01
H 2.64 -0.38 -3.72  0.05
H 2.93 0.84 -2.45  0.00
H 3.14 1.23 -4.11  0.07
H -1.47 -3.69 -4.29  0.03
H 1.75 -3.03 -4.13  0.10
H -0.39 -1.22 -5.91  0.07
H 1.89 -1.44 -2.22  0.10
C -7.58 -0.11 -3.42  -1.03
Cl -7.36 -1.72 -4.12  0.52
Cl -6.93 1.17 -4.46  0.53
H -8.64 0.07 -3.29  -0.01
H -7.07 -0.08 -2.46  -0.01
C 4.66 1.79 0.13  -1.01
Cl 5.14 0.30 -0.72  0.55
Cl 5.06 3.23 -0.81  0.53
H 3.59 1.77 0.28  -0.03
H 5.16 1.81 1.08  -0.05
C 0.98 5.37 -7.15  -1.04
Cl 2.55 6.09 -7.50  0.52
Cl -0.07 6.46 -6.22  0.50
H 0.49 5.13 -8.08  0.03
H 1.13 4.48 -6.55  -0.07
C 4.57 2.95 4.41  -0.99
Cl 5.08 1.46 3.58  0.53
Cl 5.09 4.39 3.54  0.53
H 3.49 2.95 4.47  -0.03
H 5.02 2.95 5.40  0.03
C 0.72 5.31 -2.07  -0.97
Cl 2.37 4.67 -1.92  0.51
Cl -0.47 4.00 -2.02  0.54
H 0.53 5.99 -1.25  -0.01
H 0.63 5.81 -3.03  0.02
C -3.18 -5.50 3.00  -1.04
Cl -1.51 -5.95 3.35  0.51
Cl -4.27 -6.89 3.08  0.54
H -3.50 -4.77 3.73  0.03
H -3.23 -5.08 2.00  0.00
C -3.78 -8.92 6.46  -1.04
Cl -2.10 -9.37 6.79  0.49
Cl -4.87 -10.31 6.55  0.51
H -4.09 -8.19 7.19  0.02
H -3.83 -8.50 5.46  -0.03
C 3.02 -4.81 6.48  -0.99
Cl 2.34 -3.33 5.80  0.51
Cl 4.03 -5.68 5.32  0.53
H 3.63 -4.55 7.34  0.03
H 2.20 -5.46 6.77  0.03
C 8.62 1.33 -1.04  -1.06
Cl 9.67 0.52 0.13  0.51
Cl 9.28 1.25 -2.68  0.51
H 7.66 0.83 -1.04  -0.06
H 8.52 2.37 -0.76  0.02
C 7.67 -0.16 6.01  -1.03
Cl 6.88 0.14 7.56  0.51
Cl 6.84 -1.41 5.07  0.49
H 7.66 0.76 5.43  0.01
H 8.68 -0.49 6.19  0.03
C -4.67 3.42 1.08  -0.95
Cl -4.44 1.71 0.69  0.63
Cl -3.11 4.28 0.98  0.50
H -5.34 3.88 0.37  -0.01
H -5.06 3.49 2.08  0.04
C -2.31 8.27 1.34  -1.03
Cl -3.05 9.84 1.02  0.53
Cl -1.77 7.47 -0.14  0.49
H -1.46 8.41 1.99  0.03
H -3.05 7.63 1.81  0.01
C -0.04 3.35 3.21  -1.01
Cl 0.68 4.90 3.66  0.53
Cl 1.16 2.04 3.17  0.51
H -0.80 3.10 3.94  0.03
H -0.47 3.45 2.22  -0.01
C -8.88 2.99 -1.47  -0.98
Cl -7.21 2.48 -1.15  0.54
Cl -10.03 1.67 -1.25  0.54
H -9.14 3.79 -0.79  0.03
H -8.94 3.33 -2.50  0.03


Q: Among the records above, which one has the lowest total charge?
A: C5H11NO


Q: Which value of total charge does entry 4 give?
A: +2